{"formula": "C35H91CuN4O13", "method": "wB97M-V/def2-TZVPD", "spin_multiplicity": 2, "gap_ev": [7.961, 5.045], "charge": 1, "e_homo_ha": [-0.3694, -0.3694], "max_force_ev_per_a": 3.0, "species": ["Cu", "C", "C", "C", "O", "H", "H", "H", "H", "H", "H", "H", "C", "O", "C", "C", "N", "C", "C", "O", "C", "H", "H", "H", "H", "H", "H", "H", "H", "H", "H", "H", "H", "H", "H", "H", "C", "O", "C", "C", "N", "C", "C", "O", "C", "H", "H", "H", "H", "H", "H", "H", "H", "H", "H", "H", "H", "H", "H", "H", "C", "O", "C", "C", "N", "C", "C", "O", "C", "H", "H", "H", "H", "H", "H", "H", "H", "H", "H", "H", "H", "H", "H", "H", "C", "O", "C", "C", "N", "C", "C", "O", "C", "H", "H", "H", "H", "H", "H", "H", "H", "H", "H", "H", "H", "H", "H", "H", "C", "C", "O", "H", "H", "H", "H", "H", "H", "C", "C", "O", "H", "H", "H", "H", "H", "H", "C", "C", "O", "H", "H", "H", "H", "H", "H", "C", "C", "O", "H", "H", "H", "H", "H", "H"], "coordinates": [[3.8664, -3.4515, -1.5964], [-0.1709, -0.9047, -1.5598], [0.9720, -1.6125, -0.8859], [0.5053, -2.4011, 0.3050], [1.8361, -2.4451, -1.6896], [-0.5813, -0.2442, -0.7960], [-0.9011, -1.5533, -2.0438], [0.1591, -0.2952, -2.4010], [1.6275, -0.8097, -0.5485], [-0.0031, -1.7303, 0.9976], [1.3192, -2.8966, 0.8342], [-0.2540, -3.1311, 0.0245], [2.5989, 2.7296, -1.0441], [1.9402, 3.0876, 0.1487], [1.4945, 2.0128, 0.8752], [0.8913, 2.5365, 2.1533], [-0.4221, 3.1844, 1.9562], [-0.7981, 3.7475, 3.2492], [-2.2111, 4.4431, 3.0561], [-2.8193, 4.5291, 4.3484], [-3.9809, 5.2505, 4.4847], [1.7866, 2.5108, -1.7373], [3.2400, 1.8560, -0.9254], [3.1867, 3.5606, -1.4338], [2.3809, 1.4422, 1.1525], [0.7764, 1.2973, 0.4749], [1.5504, 3.2317, 2.6735], [0.7780, 1.7188, 2.8650], [-0.2826, 3.8387, 1.1995], [-0.0851, 4.4836, 3.6208], [-0.8860, 3.0317, 4.0665], [-2.9119, 3.8261, 2.4936], [-2.1111, 5.4516, 2.6548], [-3.8777, 6.3111, 4.7136], [-4.5874, 4.8514, 5.2977], [-4.6133, 5.0610, 3.6173], [-1.3540, 2.7217, -1.7685], [-0.9585, 4.1149, -1.7405], [-1.7582, 4.9059, -0.8870], [-1.0635, 6.2239, -0.6302], [0.0963, 5.9617, 0.2229], [0.9764, 7.1488, 0.5277], [2.1686, 6.7220, 1.3210], [3.3140, 6.2347, 0.5388], [4.2962, 5.5237, 1.3015], [-0.7529, 2.1844, -2.5021], [-2.4036, 2.7008, -2.0618], [-1.2223, 2.2488, -0.7953], [-1.9273, 4.3881, 0.0571], [-2.7474, 5.0568, -1.3193], [-1.7074, 6.9367, -0.1150], [-0.7236, 6.6713, -1.5643], [0.6809, 5.2091, -0.1120], [0.3566, 7.8428, 1.0954], [1.2332, 7.7340, -0.3553], [1.8860, 5.9829, 2.0707], [2.4693, 7.6262, 1.8502], [3.7118, 4.8746, 1.9537], [5.0011, 6.1265, 1.8741], [4.7765, 4.8460, 0.5958], [1.8357, -5.8610, -0.8880], [3.0555, -5.2388, -0.5047], [3.2939, -5.2840, 0.8769], [4.4843, -4.3634, 1.1993], [4.1724, -3.0633, 0.5960], [5.3717, -2.1614, 0.6742], [5.0784, -0.9420, -0.3382], [4.7704, -1.4144, -1.6042], [4.4436, -0.4268, -2.5658], [1.8618, -6.9186, -0.6257], [1.7306, -5.7587, -1.9681], [0.9435, -5.3615, -0.5103], [3.5724, -6.2989, 1.1605], [2.3477, -4.9948, 1.3342], [5.3831, -4.6953, 0.6796], [4.7401, -4.2559, 2.2534], [3.5390, -2.6371, 1.2572], [6.2560, -2.7097, 0.3494], [5.6375, -1.7246, 1.6368], [5.9969, -0.3557, -0.3650], [4.3176, -0.2535, 0.0296], [4.2671, -0.8873, -3.5379], [5.3129, 0.2207, -2.6806], [3.4967, 0.0622, -2.3370], [-9.5051, -1.9659, 2.0491], [-8.1030, -2.1769, 2.1995], [-7.5629, -3.2248, 1.4280], [-6.1276, -3.5350, 1.7612], [-5.2318, -2.4656, 1.3897], [-3.8476, -2.5986, 1.9027], [-3.0709, -1.3365, 1.5363], [-3.6704, -0.1142, 2.0910], [-2.7626, 0.9346, 2.3876], [-10.0353, -2.9159, 1.9822], [-9.8016, -1.4583, 1.1312], [-10.0207, -1.4735, 2.8736], [-7.5169, -2.9190, 0.3828], [-8.1619, -4.1350, 1.3984], [-5.7248, -4.4161, 1.2617], [-6.0773, -3.8041, 2.8162], [-5.6352, -1.5499, 1.5274], [-3.2337, -3.4743, 1.6919], [-3.9589, -2.6480, 2.9858], [-2.9113, -1.2380, 0.4626], [-2.0880, -1.5186, 1.9707], [-2.2780, 1.2900, 1.4782], [-1.9565, 0.5742, 3.0267], [-3.2804, 1.7176, 2.9415], [-3.8450, -2.1932, -2.3307], [-3.7182, -0.7504, -2.7842], [-4.9871, -0.2939, -3.2313], [-4.4947, -2.2885, -1.4608], [-2.8551, -2.5344, -2.0278], [-4.1933, -2.7735, -3.1851], [-3.0183, -0.6203, -3.6096], [-3.2377, -0.1292, -2.0284], [-5.4316, 0.1287, -2.4928], [3.9091, -5.0186, -5.7195], [4.0378, -3.8381, -4.7424], [3.1572, -4.0400, -3.6530], [2.8862, -5.3169, -5.9494], [4.4464, -5.8613, -5.2845], [4.4274, -4.7930, -6.6515], [3.6884, -2.9085, -5.1918], [5.0563, -3.6181, -4.4223], [2.3721, -3.6623, -4.0562], [1.2900, -0.7113, 3.9001], [2.0249, -2.0549, 3.8862], [3.2025, -1.8864, 3.1190], [1.1494, -0.2397, 2.9275], [1.8499, 0.0240, 4.4781], [0.3259, -0.8373, 4.3927], [1.3521, -2.7745, 3.4199], [2.2704, -2.3881, 4.8946], [3.8749, -1.4186, 3.6197], [1.2365, -0.3007, -5.1686], [0.2815, -1.4951, -5.1161], [1.0895, -2.6012, -4.6278], [1.5685, 0.0147, -4.1794], [0.7847, 0.5822, -5.6207], [2.0565, -0.5330, -5.8480], [-0.1816, -1.6987, -6.0815], [-0.5732, -1.3220, -4.4622], [1.0905, -2.5773, -3.6681]]}